No. 1
The following is a DFT calculation (ωB97M-V with the def2-TZVPD basis set) of C36H72O9 as an isolated structure.

Last column: Mulliken charge in e.
Element x y z (Å)
1 H -15.5347 -22.3784 13.6148  -1.147
2 H -14.3454 -23.9676 17.9530  -0.954
3 C -9.5755 -22.4160 12.2502  -0.979
4 H -16.2380 -25.4836 12.5219  0.485
5 H -8.9721 -23.2437 12.6231  0.458
6 C -15.0782 -25.6206 15.9653  -0.656
7 H -16.4939 -21.0376 13.4701  0.452
8 H -11.8150 -24.8017 15.3150  -0.258
9 H -10.0676 -19.4459 16.5832  0.289
10 H -17.6316 -22.2133 15.3832  0.497
11 C -10.7314 -19.5726 17.4385  -0.671
12 H -15.8394 -18.8831 15.3963  0.330
13 H -12.8437 -23.2058 14.5171  -0.811
14 H -11.3071 -22.4414 14.5480  0.163
15 C -11.9976 -22.1632 12.6016  0.155
16 O -14.6920 -26.0049 18.2530  -0.444
17 C -14.7001 -20.6048 14.7355  0.335
18 H -9.0194 -21.8739 11.4854  0.305
19 H -13.8622 -21.2041 15.0917  -1.205
20 H -11.6423 -24.1314 18.0593  0.732
21 O -11.5918 -18.4867 17.9073  -0.483
22 C -10.9560 -22.9237 11.7728  -0.086
23 H -15.0524 -25.6480 21.5399  0.242
24 H -14.2384 -24.6364 11.0412  0.577
25 C -13.0385 -25.0345 21.8427  -0.700
26 H -10.3578 -27.4634 13.5804  0.377
27 H -14.2444 -23.5295 13.8325  -1.050
28 C -9.6097 -26.6873 16.6777  -0.774
29 H -12.6361 -24.3280 22.5686  0.305
30 C -12.9560 -25.2096 19.5089  0.488
31 H -13.1058 -17.7548 16.7566  0.327
32 H -15.9044 -25.6732 15.2563  0.910
33 C -11.2464 -24.5054 14.4335  1.746
34 H -11.5956 -20.7545 14.3003  0.425
35 C -11.4093 -25.6075 13.4285  -1.055
36 C -9.4944 -26.5668 18.2281  -1.211
37 H -15.6525 -24.2421 17.5188  0.750
38 H -10.7379 -25.3105 19.3952  0.059
39 C -10.8302 -25.7428 16.4981  0.697
40 C -12.7842 -19.9483 16.5031  0.101
41 H -14.6764 -19.6284 16.6216  -0.041
42 H -12.8523 -25.9720 22.3667  0.322
43 H -14.6783 -23.4686 15.7999  0.116
44 C -16.5892 -21.9052 15.4650  -0.319
45 H -13.3959 -22.5929 18.2301  0.159
46 C -15.6932 -25.1503 13.4053  -1.145
47 H -8.8885 -25.6855 18.4385  0.388
48 H -15.1002 -27.7852 16.1414  0.188
49 H -12.3535 -25.0043 16.6882  1.120
50 C -14.6056 -26.1678 13.6412  1.003
51 C -9.7591 -24.4994 14.6392  -0.127
52 C -14.0146 -22.7289 16.2476  0.640
53 O -9.9426 -21.5054 13.3129  -0.737
54 O -11.6709 -25.9267 17.6364  -0.477
55 C -12.7262 -22.6044 15.4186  0.960
56 H -14.3814 -24.8248 15.7021  0.029
57 H -11.9882 -21.3090 18.0370  0.109
58 H -12.3351 -21.3020 12.0250  0.879
59 C -11.6604 -20.7522 17.1591  0.645
60 C -14.8199 -23.9253 12.9957  0.123
61 C -11.2718 -21.6606 13.7882  1.737
62 H -11.6546 -25.3008 12.4117  1.112
63 H -15.1004 -25.0302 19.2630  -0.341
64 H -13.6492 -27.1672 15.4000  0.742
65 H -14.3367 -23.4696 19.5797  0.837
66 H -15.4431 -23.1816 12.4991  1.077
67 H -12.4668 -21.6002 15.0835  -1.002
68 H -9.3848 -24.1182 15.5893  -0.102
69 H -13.0359 -26.2628 19.2398  0.582
70 C -10.8195 -26.2094 18.7842  -0.103
71 H -12.6129 -24.6645 18.6295  -1.333
72 H -11.3534 -26.0242 15.5842  -0.563
73 O -11.6686 -23.2178 16.2143  -0.414
74 C -12.8946 -18.6649 17.3180  -0.461
75 C -10.1263 -26.4151 13.3920  -0.973
76 C -14.4021 -26.9483 16.1571  -1.034
77 C -13.5803 -23.3563 17.4743  -1.632
78 H -16.1428 -22.6958 16.0681  0.196
79 H -8.9741 -27.4262 18.6511  0.403
80 H -9.5294 -26.2710 12.4913  0.212
81 H -14.0469 -25.9162 14.5427  -1.907
82 H -13.6592 -18.8555 18.0711  0.398
83 H -10.5756 -24.6830 16.4887  -0.139
84 H -14.5852 -21.8163 16.4204  1.015
85 C -12.2875 -24.0368 17.1859  0.911
86 H -16.3909 -24.9233 14.2113  0.373
87 H -10.0664 -19.7983 18.2721  0.403
88 H -12.4509 -19.7452 15.4854  0.194
89 H -12.2709 -26.2310 13.6672  -0.374
90 H -11.0217 -23.9993 11.9370  -0.267
91 C -14.3262 -24.5274 19.8426  -0.409
92 H -11.6368 -23.5341 14.1298  -0.116
93 H -12.8385 -26.2030 17.3921  -0.351
94 H -16.5584 -25.8450 17.3597  0.554
95 H -9.2291 -23.8555 13.9374  0.098
96 O -16.4785 -20.6362 16.2312  -0.539
97 O -13.7032 -25.9246 12.5629  -0.633
98 C -15.6020 -25.3227 17.3852  -1.788
99 O -12.2334 -24.9735 20.6607  -0.516
100 H -11.0755 -22.8667 10.6909  0.490
101 H -12.8512 -22.7981 12.8390  -0.639
102 C -15.3722 -19.7828 15.7970  0.031
103 H -14.9648 -23.8959 21.8445  0.389
104 H -14.9699 -27.1947 13.6669  0.609
105 O -9.2914 -25.8290 14.4115  -0.468
106 H -11.1213 -21.3991 16.4670  -0.766
107 C -14.4868 -24.7373 21.3428  -0.746
108 C -15.8389 -21.5114 14.2013  -0.047
109 H -11.2515 -26.9405 19.4676  0.537
110 H -8.7589 -26.5286 16.0151  0.625
111 H -13.6954 -20.5463 16.5140  0.319
112 C -13.7715 -26.7529 17.5155  -0.032
113 H -13.5365 -27.7314 17.9343  0.501
114 H -9.9343 -27.7054 16.4630  0.354
115 H -14.3351 -19.9288 13.9622  0.795
116 H -12.9367 -24.0065 12.1264  -0.181
117 C -13.8458 -24.6039 12.0575  -0.171

Spin multiplicity: 1
ΔE to the lowest compared entry with this formula, charge and spin, kcal/mol: 648.4
E, eV: -56895.44852
Maximum force, hartree/bohr: 0.23218
HOMO level, eV: -8.110
Total charge: 0

No. 2
The following is a DFT calculation (ωB97M-V with the def2-TZVPD basis set) of one molecule with the formula C5H6O2.

Last column: natural (NBO) charge in e.
Element x y z (Å)
1 C -0.1206 -0.3431 -0.0208  0.238
2 H -1.5860 -0.5572 -1.5402  0.233
3 C 1.1750 0.4245 0.9836  0.055
4 O 0.7862 -0.9656 0.9259  -0.524
5 H -0.5821 -2.0023 -1.2653  0.231
6 H -1.8683 -1.5845 -0.1112  0.227
7 C -0.2649 0.9656 0.8099  0.051
8 H 1.5946 0.7037 -1.3778  0.201
9 H -1.0098 1.2799 1.5428  0.202
10 C -1.1030 -1.1738 -0.7759  -0.643
11 H 1.9945 0.7167 1.6409  0.203
12 C 0.9236 0.6981 -0.5173  0.046
13 O 0.0607 1.8379 -0.2946  -0.520

Spin multiplicity: 1
ΔE to the lowest compared entry with this formula, charge and spin, kcal/mol: 100.9
E, eV: -9372.71916
Maximum force, hartree/bohr: 0.01102
HOMO level, eV: -9.753
Total charge: 0

No. 3
The following is a DFT calculation (ωB97M-V with the def2-TZVPD basis set) of one molecule with the formula CF2O.

Last column: natural (NBO) charge in e.
Element x y z (Å)
1 C 0.0125 0.0209 -0.0613  0.755
2 F -0.4298 -0.6501 -1.1061  -0.296
3 F -0.0234 1.2975 -0.0357  -0.287
4 O 0.4408 -0.6683 1.2031  -0.173

Spin multiplicity: 3
ΔE to the lowest compared entry with this formula, charge and spin, kcal/mol: 0.0
<S²>: 2.005
E, eV: -8513.68721
Maximum force, hartree/bohr: 0.09165
HOMO level (alpha / beta), eV: -7.633 / -12.769
Total charge: 0

No. 4
The following is a DFT calculation (ωB97M-V with the def2-TZVPD basis set) of a 2-piece molecular cluster, C6H16O3Si overall.

Last column: natural (NBO) charge in e.
Element x y z (Å)
1 H -1.5609 -0.5039 1.2560  0.210
2 H -2.2676 -0.0938 -1.3278  0.197
3 H 1.4402 1.2197 1.7493  0.201
4 C 0.1429 0.4458 0.3360  0.021
5 H 0.3909 1.1524 -1.5519  0.200
6 H -0.5813 -2.7527 1.5600  0.489
7 H 1.3496 2.1374 0.2595  0.209
8 O 0.3474 -2.9380 1.4403  -1.097
9 C -0.4641 1.0746 -0.9190  -0.289
10 H -0.6948 -0.5738 -1.9748  0.215
11 H -0.1159 -0.3930 2.2477  0.218
12 C 1.4524 1.1853 0.7268  -0.691
13 H -0.9283 1.0541 1.9548  0.199
14 H 2.2527 0.6155 0.3064  0.236
15 H -2.1903 1.9861 -0.0489  0.206
16 H -1.4923 0.7301 -2.6812  0.203
17 O 0.8288 -3.0571 -1.3096  -1.104
18 Si 0.9600 -2.1426 0.0297  1.975
19 O 2.6102 -2.0763 0.1741  -1.089
20 C -1.2656 2.3588 -0.5429  -0.616
21 C -0.7390 0.1282 1.5440  -0.695
22 H -0.7169 3.0265 0.1384  0.203
23 H 1.3955 -3.8219 -1.1497  0.494
24 C -1.3801 0.1667 -1.8038  -0.593
25 H -1.4966 2.8392 -1.4770  0.218
26 H 2.7230 -1.7672 1.0638  0.480

Spin multiplicity: 1
ΔE to the lowest compared entry with this formula, charge and spin, kcal/mol: 18.9
E, eV: -20502.61904
Maximum force, hartree/bohr: 0.07056
HOMO level, eV: -7.938
Total charge: 0

No. 5
The following is a DFT calculation (ωB97M-V with the def2-TZVPD basis set) of C20H56N5O6Pb as an isolated structure.

Last column: Mulliken charge in e.
Element x y z (Å)
1 H -5.6845 3.4105 3.5855  0.313
2 H 4.5872 -3.0121 4.3043  0.255
3 O 1.0847 2.5529 0.0931  -0.860
4 H 3.9940 0.1978 -3.1021  0.292
5 H -5.1464 2.4190 2.2665  0.162
6 H -0.6153 2.9278 -2.2686  0.345
7 C -1.8121 1.2431 3.2152  0.750
8 H 5.7765 -3.2215 2.9687  0.294
9 C 0.0633 -3.8438 -0.0257  -1.769
10 H -0.1329 2.1632 2.3575  0.279
11 H -4.5466 4.1162 2.4718  0.292
12 H -1.3577 -2.1724 1.2483  0.324
13 C -2.5536 2.5286 2.9350  0.155
14 C -4.8148 3.1839 2.9687  -0.641
15 C -2.7192 -0.8974 -2.7782  -1.180
16 C -1.6218 -2.4178 -1.2633  -1.500
17 H -1.5289 1.8555 -3.0099  0.232
18 H -3.2819 3.6495 -3.1742  0.426
19 H 2.0866 0.7027 1.3599  0.096
20 N -0.5439 1.2415 2.3995  -0.103
21 C 2.9802 -3.5848 -2.3590  -0.733
22 N 1.6899 0.4507 -1.9174  0.309
23 H 0.3934 -1.9887 -0.9467  -0.823
24 H -2.1377 1.2307 5.3201  0.432
25 O -3.7818 2.4625 3.6800  -0.437
26 H -2.4333 -2.8969 -0.7155  0.411
27 H 0.1618 -4.5032 -0.8880  0.421
28 C -2.8301 4.1299 -2.3063  -1.707
29 C 3.8678 -2.0591 1.2793  -0.715
30 H -3.6190 4.6959 -1.8110  0.397
31 H -2.0695 4.7913 -2.7213  0.425
32 H -4.4208 -0.0475 -0.3503  0.451
33 H -0.5456 -4.2903 0.7604  0.401
34 O 4.1458 -1.9746 2.6305  -0.375
35 O -2.7717 1.1607 -0.1115  0.511
36 H -1.9524 3.3977 3.2021  0.463
37 H 3.3904 0.4851 -4.8352  0.446
38 H -4.4744 0.7266 1.1468  0.136
39 H -3.2886 -0.4687 1.0724  0.051
40 C -2.2835 2.9937 -1.4043  0.402
41 H -0.4422 1.6091 4.9007  0.351
42 N -0.5726 -1.7175 0.8049  -0.437
43 H 3.0864 -2.8085 1.1535  -0.126
44 C 3.3583 -0.6981 0.8430  0.971
45 H 3.2670 -0.8891 -0.2263  -0.378
46 H 0.1679 -1.8547 1.4779  0.254
47 H 2.0099 1.3857 -1.7091  0.280
48 O -1.8955 -1.0588 -1.6289  0.655
49 H -3.5862 -1.4959 -2.4984  0.393
50 C -0.3980 -2.4769 -0.3780  1.720
51 C 1.8647 0.0220 -3.3165  0.032
52 H 4.0813 0.7321 2.2424  0.382
53 H 2.0735 -1.8333 -4.4164  0.587
54 C -1.3240 1.0320 4.6225  -1.722
55 H 1.0199 0.3396 -3.9277  0.337
56 H -2.3960 0.3474 3.0031  -0.339
57 H 3.2151 -4.0213 -3.3298  0.368
58 H -1.0447 -0.0180 4.7092  0.422
59 C -3.7603 0.2903 0.4483  -1.028
60 C 4.7214 -3.1423 3.2304  -0.797
61 N 2.0273 -0.2981 1.2373  -0.010
62 H 3.8968 1.3555 0.6176  0.398
63 H 1.9716 2.9607 0.1342  0.056
64 C 4.2307 0.4902 1.1902  -1.511
65 H 0.9162 -1.9345 -3.0891  0.091
66 Pb -0.3547 0.6957 -0.2750  1.629
67 H 1.0837 -3.7516 0.3463  0.265
68 H -2.7498 2.6771 1.8732  -0.342
69 N -1.2905 2.1981 -2.0902  -0.454
70 H 1.8763 -0.7128 2.1458  0.258
71 H -2.2163 -1.2325 -3.6853  0.323
72 H -4.1227 2.6268 -0.3486  0.433
73 H 2.0869 -4.1004 -2.0063  0.207
74 H 5.2963 0.4109 0.9750  0.408
75 H 2.2432 -0.1110 -1.2862  -0.732
76 H 3.7500 -3.7454 -1.6043  0.206
77 H 4.7512 -2.3691 0.7212  0.609
78 H 0.1209 0.6262 2.8463  0.117
79 H -3.8561 1.7171 -1.8759  0.528
80 O 2.8883 -2.1316 -2.5003  -0.290
81 H 4.2519 -4.0572 2.8690  0.316
82 H -1.4227 -2.9412 -2.1985  0.502
83 H 3.0856 1.6988 -3.7556  0.421
84 C 1.8888 -1.5398 -3.3831  -0.577
85 C -3.3989 2.0848 -0.9573  -1.099
86 H -3.0042 0.1502 -2.8750  0.155
87 H -1.8881 3.5319 -0.5428  0.047
88 C 3.2379 0.6195 -3.7643  -1.511

Spin multiplicity: 1
ΔE to the lowest compared entry with this formula, charge and spin, kcal/mol: 65.9
E, eV: -46622.96368
Maximum force, hartree/bohr: 0.05135
HOMO level, eV: -10.322
Total charge: +1

> Among the records above, which one has the highest spin multiplicity?

CF2O